[1]
{
  "formula": "C2H12N3O2",
  "method": "wB97M-V/def2-TZVPD",
  "symbols": ["C", "N", "C", "N", "N", "H", "H", "H", "H", "H", "H", "H", "H", "H", "H", "O", "H", "H", "O"],
  "coordinates": [[0.499563, -1.277391, 1.351812], [-0.132782, -1.537713, 0.047357], [-0.009496, -0.663453, -1.002002], [-0.538054, -1.122117, -2.166398], [0.689656, 0.442690, -1.081311], [1.380844, -0.698090, 1.165770], [0.707522, -2.183772, 1.928289], [-0.256403, -0.653243, 1.876647], [-0.651231, -2.395010, -0.199263], [-0.966001, -2.038108, -2.161911], [-0.681992, -0.538162, -2.974724], [0.885454, 0.831777, -1.996589], [0.913655, 0.998888, -0.254984], [-1.981611, 2.524749, 1.133629], [-1.758293, 1.292594, 0.178291], [-1.325790, 2.012710, 0.641296], [0.469853, 2.083178, 1.515094], [1.845588, 1.440664, 1.941853], [0.953860, 1.246297, 1.617828]],
  "forces_ev_per_a": [[-0.83, -1.40, -1.20], [0.87, 0.11, 1.66], [0.23, 0.40, -4.24], [-0.20, -0.51, 2.11], [-0.32, -0.41, 1.08], [0.23, 0.26, 0.05], [-0.43, -0.12, -0.29], [0.20, 0.17, 0.27], [0.12, 0.16, 0.71], [-0.09, -0.04, -0.54], [0.09, 0.15, -0.27], [-0.07, 0.08, 0.02], [0.21, 0.05, 0.62], [-0.22, -0.19, -0.25], [-0.65, 0.38, 0.16], [0.38, 0.04, -0.02], [0.05, -0.11, 0.29], [-0.14, 0.31, 0.21], [0.55, 0.67, -0.39]],
  "nbo_charge": [-0.439, -0.171, 0.600, -0.630, -0.667, 0.284, 0.305, 0.355, 0.463, 0.434, 0.463, 0.459, 0.480, 0.521, 0.468, -0.977, 0.533, 0.513, -0.994],
  "e_tot_ev": -10814.32471,
  "homo_ev": [-19.292, -19.282],
  "s2": 0.7598,
  "multiplicity": 2,
  "charge": 2,
  "de_lowest_kcal_mol": 0.00
}


[2]
{
  "formula": "CH6NPS",
  "method": "wB97M-V/def2-TZVPD",
  "symbols": ["C", "N", "P", "S", "H", "H", "H", "H", "H", "H"],
  "coordinates": [[0.504964, 1.528171, -0.385075], [-1.437737, -1.655734, 0.159589], [0.943123, 0.301381, 0.896408], [2.283629, -0.747968, -0.296818], [-0.523990, 1.322050, -0.657662], [1.114658, 1.425422, -1.202048], [0.380790, 2.568682, 0.162116], [-0.823536, -1.493139, -0.649363], [-1.469241, -0.779425, 0.641189], [2.412790, -1.914485, 0.359447]],
  "forces_ev_per_a": [[-2.25, 1.77, 3.48], [0.36, -0.99, -0.43], [0.12, -0.36, 0.75], [0.33, -0.21, -0.50], [-0.29, -0.23, -0.40], [1.51, 0.57, -2.04], [0.88, -1.83, -1.45], [-0.22, 0.09, 0.09], [-0.26, 0.95, 0.28], [-0.17, 0.23, 0.22]],
  "nbo_charge": [-0.976, -0.609, 0.432, -0.305, 0.236, 0.232, 0.249, 0.293, 0.290, 0.159],
  "e_tot_ev": -22745.24368,
  "homo_ev": [-9.893, -7.630],
  "multiplicity": 1,
  "charge": 0,
  "de_lowest_kcal_mol": 81.53
}